Entry from the OMol25 dataset: a 6-piece molecular cluster, C45H72BBrFIN6O11P overall at a distorted geometry (wB97M-V/def2-TZVPD).

The geometry in XYZ format:
```
139
Properties=species:S:1:pos:R:3:forces:R:3
C -2.4776 1.7089 0.3536 -1.411 -0.374 2.186
O -0.0927 -0.1711 -3.9807 1.056 1.045 3.684
H -1.8280 -1.0811 -0.6826 -1.643 0.928 -1.683
H 4.9673 -0.6164 3.1857 0.066 0.090 0.212
H -1.8068 -0.9685 1.6861 -2.077 0.743 0.348
C 6.9483 1.3874 2.7726 0.029 0.354 -0.458
I -7.0256 -2.5165 -0.6144 0.772 1.074 -0.553
H 0.0019 3.9703 -3.6716 2.102 -0.647 1.694
C 1.1521 -7.1504 1.6024 -2.490 -0.761 2.961
C -1.6728 0.7570 -1.8930 -0.089 -2.618 -2.872
H -4.4393 0.8120 1.0070 2.368 -0.906 -1.027
O -1.4688 -9.5741 6.1599 -1.172 -0.796 0.935
H 0.4762 -5.0692 -0.1095 -0.071 0.612 1.886
N -3.3101 4.5516 0.7131 -1.625 -1.342 -0.023
O -2.7704 2.4247 2.8546 5.416 -2.712 -6.988
C -0.9216 3.0403 -0.9631 3.566 4.278 -0.414
H -3.1104 -9.9585 8.7483 -0.040 -0.234 0.001
C 1.8866 7.2774 -1.8885 0.201 -0.428 -0.206
H -4.8541 5.8686 -2.9521 0.061 0.067 -0.207
H -4.9528 -1.5645 1.3954 1.830 -1.125 0.562
C -6.1206 -0.9858 -1.8759 -1.718 0.661 -7.481
H 9.1353 2.9925 -1.3446 -0.010 -0.208 -0.083
H -0.2013 3.0557 2.5213 -0.026 -1.404 -0.281
C -2.9274 -0.6250 1.8004 -1.026 -0.953 0.292
H 0.6884 -0.5954 -0.4003 0.441 -0.583 -2.314
H 2.2148 6.2617 -2.1338 -0.071 0.213 0.048
C 4.6073 0.4151 3.2143 -0.422 0.136 -0.345
C 1.5744 9.5855 -2.9821 0.100 0.130 -0.500
C 3.7651 3.4320 -2.7166 -4.035 0.083 1.099
C -1.8890 2.0558 1.8831 -4.851 2.439 5.218
H -2.2760 -4.2459 4.1323 0.952 0.097 -2.357
C -5.0114 0.1716 -1.3893 -2.071 0.931 -1.406
H 1.6971 10.0887 -3.9471 -0.015 -0.135 0.216
H 11.7482 2.3629 -1.3478 -0.083 -0.198 -0.083
H 0.9103 -0.1929 -4.1434 -2.188 -0.303 0.413
N -0.4343 2.0524 2.2734 -2.188 -1.268 1.636
C 3.4988 2.9469 -1.1396 -2.315 0.835 -2.542
C 0.9516 -8.4554 2.5945 -3.176 4.892 0.310
O 10.4329 2.6267 1.4347 -0.212 -0.489 -1.520
N -3.2220 -4.4056 2.1868 1.279 -0.172 -2.223
O 5.0607 1.9065 1.4057 0.405 -0.655 0.982
H -3.1706 -4.9110 -3.2399 0.212 1.069 2.219
C 0.8613 -0.7289 -1.5738 0.963 0.923 0.812
H 5.2087 3.5606 -4.5827 -0.206 0.101 2.704
H -3.6074 -11.8030 6.1415 -0.167 0.093 0.139
C -0.2552 -8.3079 3.7404 1.149 2.080 -2.273
P -3.7424 3.1585 0.0182 0.210 3.435 1.097
O -6.5560 -0.9792 -3.1683 3.065 0.222 8.657
C -2.3517 -10.1845 6.7603 1.004 0.672 -0.636
C 2.4342 3.8261 -3.6269 -0.294 -1.408 4.017
C -2.2221 -3.0548 -2.0805 5.142 -2.976 1.959
O 1.1253 1.3125 4.0031 -9.390 -0.594 -3.587
H 5.8545 2.5357 -3.1368 -1.297 2.197 -0.377
C -3.2356 -4.3834 -2.1886 -1.355 0.992 -0.081
H -4.1192 4.8175 1.3484 1.539 -0.321 -0.779
H -4.1721 -2.2500 2.9644 0.665 0.709 -2.489
O 0.4814 -4.6946 0.8278 -0.892 -2.883 0.652
H -2.2504 -11.5037 8.4421 -0.212 0.082 0.060
H -2.0238 -6.9932 4.7481 1.836 0.207 -1.953
H -0.3631 -9.2327 4.4680 -0.033 2.473 -1.675
H -5.6910 0.9201 -0.7489 1.697 -1.857 -0.968
C -4.6878 6.0432 -4.0204 0.097 -0.170 0.501
H -5.4092 5.4501 -4.5881 0.001 0.224 -0.116
H 12.4111 1.7369 0.1782 -0.227 0.011 -0.137
H -3.1574 -0.1505 2.8734 0.995 -0.531 -2.756
C -2.5778 -0.6111 -1.5059 2.331 -0.549 2.337
H -4.4674 -10.2578 6.4477 0.006 -0.225 0.081
H 4.5860 0.7824 4.2435 0.109 -0.197 -0.013
H 2.5337 7.6737 -1.1020 -0.216 0.060 0.072
H 0.8501 7.2364 -1.5442 0.089 0.131 0.156
C 5.2575 3.5337 -3.3924 -0.024 -0.917 -0.073
H -3.0990 -5.2745 1.5838 -0.261 1.256 1.248
H -5.0717 2.8385 0.4872 0.893 -0.660 -0.653
H -0.9032 3.7393 0.0093 -0.576 -2.168 -1.677
C -3.2867 5.6277 -4.3816 0.741 -0.391 0.781
O 2.3833 7.6896 -4.1873 -0.510 0.509 1.305
H 1.9938 -7.2387 0.7819 -1.972 0.562 1.772
N -3.8087 -0.3449 -0.7028 0.459 1.312 -0.087
C 1.9841 8.1432 -3.1161 0.508 -0.583 -1.361
H -1.3371 -9.9900 8.6285 -0.211 -0.097 -0.113
H -4.8243 7.1079 -4.2263 -0.120 -0.133 -0.153
C 0.2091 -5.8127 1.7616 -0.245 -2.448 1.284
C -3.5625 -10.7158 6.0405 0.159 0.182 -0.473
H 7.4126 0.3992 2.7243 -0.020 0.055 0.234
H -3.0693 -5.1383 -1.2815 0.198 1.875 -2.225
C -1.2076 -6.9696 3.9017 3.229 -0.519 -2.974
H 7.4709 2.0545 2.0788 -0.100 -0.169 0.251
Br -2.3431 1.7100 -3.5490 -0.111 -0.081 1.530
H -2.9180 6.8449 -6.1026 -0.172 -0.123 -0.105
H 1.6296 -9.4051 2.4975 -1.553 2.099 0.258
C 9.0362 2.3322 -0.4794 -0.303 0.198 0.352
B -0.3034 -0.0267 -2.4948 1.961 -1.124 -2.586
H 3.5893 0.4425 2.8113 0.215 0.011 0.117
C 10.3436 2.2624 0.2634 0.239 0.483 1.604
H 8.7355 1.3307 -0.7973 0.057 0.099 -0.192
H 11.3484 0.7011 -0.8004 -0.005 0.126 -0.194
H -1.8280 5.4511 -5.9304 -0.221 0.092 0.033
C -0.9998 -5.6651 2.8880 2.313 -2.969 -0.467
H -2.2353 -3.1731 0.7008 -2.083 0.305 0.322
H -1.3340 -3.3150 2.7159 -1.075 -2.137 0.520
H 7.0313 1.7980 3.7821 0.063 -0.228 -0.003
C 1.9671 2.8108 -0.5083 0.867 1.213 -3.943
N -2.5861 -1.6717 -2.5398 -0.166 -0.953 1.873
C -2.8628 5.7914 -5.8166 0.491 -0.198 0.160
C -1.9456 -4.2906 2.9909 0.838 -1.055 1.515
H -4.1141 -3.6782 0.3510 1.859 0.865 1.267
H -3.5029 5.1872 -6.4644 -0.074 0.231 -0.031
C -0.1417 1.2423 3.5142 7.349 0.082 4.024
H -3.4912 -10.4652 4.9767 0.005 -0.047 0.235
H 1.8418 2.4686 0.6046 0.314 0.707 -2.379
C -2.2633 -10.4292 8.2429 0.469 0.259 0.039
H -1.5260 3.6894 -1.7202 0.703 -1.792 1.148
H -4.1042 -2.4829 -4.0202 1.629 1.818 1.167
H -0.5818 1.1715 -0.1984 -0.721 0.480 -0.811
C -3.9430 -1.9586 1.8293 0.664 0.677 0.731
O -2.5180 5.1720 -3.5366 -0.723 0.254 -0.741
C -3.4128 0.3897 0.5577 -1.633 -0.657 2.068
C -3.3175 -3.2870 1.1268 -0.982 -0.473 0.613
H 0.5240 9.6474 -2.6865 0.123 0.061 0.195
H 5.9004 4.4488 -3.0251 -1.555 -1.794 -0.593
H -2.6440 -1.5110 -4.6919 -1.510 -0.081 2.016
H 2.5934 4.2059 -4.7294 -0.484 -0.812 2.514
H -4.0812 -0.6108 -3.8882 1.666 -2.102 0.867
C 0.6736 3.1654 -1.4549 3.118 -0.072 -2.051
H -4.8209 0.7900 -2.3934 -0.218 -1.526 2.069
H 2.2075 10.0846 -2.2443 -0.214 -0.025 0.095
H 8.2635 2.7364 0.1833 0.187 -0.064 -0.190
H -3.7919 3.3483 -1.4093 0.056 -0.958 0.554
H -4.3704 -4.0272 -2.0878 2.433 -0.590 -0.279
C 5.4992 1.2919 2.3765 -0.336 0.570 -0.879
H 4.4870 2.7030 -0.5183 -2.730 0.508 -1.180
F -1.0890 0.3949 4.2711 2.478 2.947 -3.319
C 0.9295 3.6862 -2.9895 2.883 -0.931 1.632
H 1.1063 -1.8439 -1.8380 -0.863 2.156 0.607
N -1.3957 1.6389 -0.7073 0.523 -0.361 1.789
H 1.8659 -0.1215 -1.7929 -2.029 -1.099 0.481
O -0.9911 -3.3710 -1.5876 -7.476 2.912 -2.808
C -3.3855 -1.5654 -3.7557 -1.169 0.110 -3.853
C 11.5376 1.7294 -0.4824 0.316 0.053 0.380
```
Positions in Å, forces in eV/Å.

total charge = +1
gap between HOMO and LUMO = 5.6 eV
lowest unoccupied orbital energy = -3.79 eV
total energy = -6250.55124 Ha
HOMO level = -9.39 eV